The following is a DFT calculation (ωB97M-V/def2-TZVPD) of a structure of composition C36H109CaN18O7P6.

As for the total charge: +1. The LUMO energy comes out at -3.2 eV. Its gap between HOMO and LUMO is 6.65 eV. As for the energy: -5675.33526 hartree.

Cartesian coordinates (Å):
Ca  -1.149  2.639  -1.419
O  -0.630  0.918  -0.319
H  -0.075  0.209  0.019
O  -3.953  -3.430  -2.741
P  -4.084  -3.735  -1.301
N  -5.511  -3.199  -0.645
C  -5.837  -3.400  0.756
C  -6.650  -3.069  -1.540
N  -2.955  -2.994  -0.341
C  -1.586  -3.463  -0.512
C  -3.155  -1.588  0.005
N  -3.873  -5.320  -0.955
C  -3.652  -5.846  0.378
C  -4.083  -6.331  -2.006
H  -4.976  -3.197  1.389
H  -6.185  -4.423  0.942
H  -6.656  -2.723  1.002
H  -6.397  -2.460  -2.410
H  -7.493  -2.585  -1.048
H  -6.987  -4.032  -1.949
H  -0.893  -2.776  -0.028
H  -1.424  -4.447  -0.073
H  -1.300  -3.498  -1.570
H  -2.253  -1.194  0.456
H  -3.313  -1.050  -0.944
H  -4.078  -1.477  0.568
H  -2.801  -6.533  0.389
H  -3.358  -5.045  1.059
H  -4.560  -6.318  0.764
H  -5.155  -6.478  -2.165
H  -3.579  -7.240  -1.692
H  -3.683  -5.963  -2.949
O  -1.825  1.688  -3.411
P  -1.579  0.736  -4.535
N  -0.363  -0.340  -4.347
C  -0.539  -1.408  -3.374
C  1.019  0.098  -4.536
N  -1.240  1.566  -5.915
C  -0.850  0.892  -7.145
C  -1.701  2.947  -6.046
N  -2.936  -0.152  -4.826
C  -4.118  0.034  -3.985
C  -2.930  -1.423  -5.549
H  -1.589  -1.681  -3.269
H  -0.216  -1.111  -2.369
H  0.012  -2.300  -3.675
H  1.355  0.780  -3.750
H  1.133  0.539  -5.525
H  1.650  -0.794  -4.551
H  -1.745  0.584  -7.708
H  -0.296  1.563  -7.800
H  -0.310  -0.027  -6.936
H  -1.808  3.203  -7.097
H  -2.690  3.062  -5.594
H  -1.027  3.648  -5.553
H  -3.997  -0.465  -3.016
H  -4.327  1.095  -3.856
H  -5.000  -0.400  -4.453
H  -2.664  -2.240  -4.874
H  -2.192  -1.426  -6.350
H  -3.904  -1.609  -5.992
O  0.762  2.806  -2.638
P  2.035  3.585  -2.570
N  3.088  3.103  -1.425
C  2.551  3.058  -0.056
C  4.208  2.196  -1.684
N  1.734  5.183  -2.229
C  0.781  5.810  -3.118
C  2.693  6.079  -1.632
N  2.854  3.487  -3.993
C  4.100  4.226  -4.218
C  2.172  3.174  -5.236
H  1.674  2.404  0.016
H  2.249  4.066  0.249
H  3.310  2.734  0.650
H  4.827  2.145  -0.789
H  4.837  2.552  -2.489
H  3.871  1.178  -1.907
H  -0.111  5.208  -3.299
H  0.464  6.769  -2.705
H  1.211  6.027  -4.107
H  2.191  6.993  -1.311
H  3.099  5.660  -0.711
H  3.520  6.333  -2.300
H  4.578  4.474  -3.274
H  4.761  3.588  -4.804
H  3.898  5.164  -4.745
H  2.782  2.553  -5.900
H  1.886  4.081  -5.775
H  1.310  2.541  -5.018
O  -0.374  -3.126  5.719
P  -1.508  -2.225  5.491
N  -1.504  -1.640  3.938
C  -2.493  -0.741  3.411
C  -0.566  -2.144  2.954
N  -1.516  -0.951  6.532
C  -2.542  0.054  6.558
C  -0.315  -0.700  7.307
N  -3.036  -2.796  5.665
C  -3.609  -2.982  6.990
C  -3.658  -3.571  4.600
H  -3.442  -0.821  3.948
H  -2.696  -0.948  2.364
H  -2.211  0.319  3.489
H  -0.243  -1.323  2.298
H  -1.012  -2.898  2.293
H  0.327  -2.529  3.440
H  -2.585  0.545  7.532
H  -2.348  0.860  5.831
H  -3.524  -0.352  6.317
H  -0.009  -1.580  7.875
H  0.539  -0.421  6.679
H  -0.485  0.099  8.028
H  -2.827  -3.062  7.742
H  -4.294  -2.171  7.257
H  -4.191  -3.905  7.001
H  -3.348  -3.172  3.634
H  -4.742  -3.512  4.684
H  -3.309  -4.609  4.638
O  2.475  2.626  5.372
P  1.644  3.508  4.554
N  0.858  2.685  3.318
C  1.292  1.340  2.984
C  -0.302  3.144  2.587
N  2.542  4.690  3.810
C  3.970  4.426  3.565
C  1.950  5.836  3.157
N  0.428  4.328  5.321
C  -0.797  3.635  5.695
C  0.796  5.487  6.139
H  2.000  1.287  2.145
H  0.426  0.733  2.697
H  1.748  0.857  3.848
H  -0.585  4.156  2.868
H  -1.141  2.468  2.787
H  -0.041  3.119  1.522
H  4.431  5.322  3.156
H  4.447  4.203  4.519
H  4.080  3.547  2.924
H  0.934  6.014  3.495
H  2.594  6.705  3.292
H  1.873  5.632  2.072
H  -0.577  2.752  6.302
H  -1.440  4.315  6.249
H  -1.349  3.314  4.814
H  1.480  6.138  5.606
H  1.234  5.188  7.096
H  -0.099  6.079  6.342
O  2.565  -4.337  -0.855
P  3.544  -3.248  -0.990
N  5.029  -3.609  -0.378
C  5.262  -4.942  0.163
C  6.166  -2.743  -0.473
N  3.124  -1.844  -0.192
C  1.885  -1.209  -0.582
C  3.509  -1.599  1.194
N  3.722  -2.753  -2.562
C  4.370  -1.533  -2.986
C  3.210  -3.585  -3.646
H  5.960  -4.871  1.004
H  5.694  -5.623  -0.573
H  4.348  -5.339  0.595
H  5.851  -1.695  -0.427
H  6.704  -2.835  -1.427
H  6.868  -2.910  0.342
H  0.996  -1.718  -0.188
H  1.818  -0.139  -0.362
H  1.816  -1.215  -1.676
H  4.172  -2.388  1.543
H  4.140  -0.703  1.260
H  2.616  -1.515  1.811
H  4.620  -0.877  -2.157
H  5.298  -1.771  -3.526
H  3.738  -0.997  -3.707
H  2.918  -4.548  -3.233
H  3.996  -3.763  -4.384
H  2.337  -3.109  -4.102